The following is a quantum chemistry calculation of a gas-phase ion, C2H3O2S2 (charge -1), from OMol25.

XYZ file:
```
9
C2H3O2S2 (ωB97M-V/def2-TZVPD)
S 1.2630 -0.2651 -0.0658
S 1.8618 1.5549 0.3058
O 1.6978 -1.3597 1.0220
O 1.4397 -0.6727 -1.4525
C -0.5141 -0.3167 0.2884
C -1.4204 0.4785 -0.2287
H -2.4656 0.4182 0.0485
H -1.1536 1.2401 -0.9418
H -0.7084 -1.0775 1.0241
```

Summary:
HOMO level	-4.18	eV
total charge	-1
Kohn-Sham gap	7.936	eV
E	-1024.87837	hartree
energy relative to the best compared isomer or geometry (same formula, charge and spin)	35.0	kcal per mole